(1)
{
  "formula": "C9H7IN3O8W",
  "method": "ωB97M-V with the def2-TZVPD basis set",
  "symbols": ["W", "O", "C", "O", "C", "C", "C", "N", "C", "C", "C", "O", "O", "H", "H", "H", "N", "C", "O", "C", "I", "H", "H", "H", "H", "O", "N", "O", "O"],
  "coordinates": [[-1.84099, 0.39867, -0.06535], [5.52839, -1.77479, 2.88990], [4.82310, -1.84570, 2.02253], [4.11220, -1.96935, 1.03732], [2.79047, -1.39124, 0.77748], [2.31746, -1.65526, -0.48406], [1.05466, -1.14964, -0.77613], [0.36249, -0.44358, 0.12340], [0.88101, -0.21351, 1.33103], [2.12043, -0.67390, 1.74016], [0.00120, 0.58735, 2.24553], [0.18961, 0.83828, 3.37256], [-1.11104, 1.02159, 1.52293], [2.87987, -2.22659, -1.21178], [0.59683, -1.32165, -1.74186], [2.47529, -0.46253, 2.74359], [-1.80578, 2.57273, -3.15395], [-1.55965, 2.04783, -2.00495], [-1.14726, 0.79389, -1.89229], [-1.77617, 2.52682, -0.64304], [-4.39651, 0.66354, -0.13250], [-1.67344, 2.05072, -4.01638], [-2.12342, 3.53424, -3.22545], [-2.57600, 3.23833, -0.47053], [-0.83228, 2.88220, -0.21957], [-2.16529, -1.33835, 1.11000], [-2.35929, -2.09546, 0.07087], [-2.78066, -3.16882, 0.06702], [-1.98523, -1.42584, -1.01651]],
  "spin_multiplicity": 1,
  "total_charge": 3,
  "homo_lumo_gap_ev": 7.06,
  "de_lowest_ev": 0.478,
  "total_energy_ev": -40189.6960,
  "e_lumo_ev": -12.79
}

(2)
{
  "formula": "H4OS2",
  "method": "ωB97M-V with the def2-TZVPD basis set",
  "symbols": ["S", "S", "H", "H", "O", "H", "H"],
  "coordinates": [[2.08564, 1.90933, 2.53738], [2.19400, 0.26385, 1.21365], [1.18913, 1.56578, 3.48646], [1.10798, 0.56428, 0.47015], [-2.50254, -1.25448, -2.74886], [-2.28197, -1.25825, -1.78991], [-1.79226, -1.79052, -3.16886]],
  "spin_multiplicity": 1,
  "homo_lumo_gap_ev": 9.72,
  "de_lowest_ev": 0.247,
  "total_energy_ev": -23782.5311,
  "e_lumo_ev": 0.00
}

(3)
{
  "formula": "C20H26B2F2N10OS2W",
  "method": "ωB97M-V with the def2-TZVPD basis set",
  "symbols": ["W", "C", "C", "N", "N", "C", "B", "N", "C", "C", "C", "N", "N", "C", "C", "C", "N", "N", "C", "C", "C", "N", "H", "H", "H", "H", "H", "H", "H", "H", "H", "H", "H", "H", "C", "C", "C", "C", "N", "C", "S", "N", "C", "H", "H", "H", "H", "H", "H", "H", "H", "F", "B", "F", "C", "S", "C", "O", "H", "H", "H", "H", "H", "H"],
  "coordinates": [[-0.46669, -0.38530, -0.04371], [3.83506, -0.26179, 0.51854], [2.71655, -0.26780, -0.30488], [1.62897, 0.08412, 0.38139], [2.02724, 0.31636, 1.66257], [3.35199, 0.10811, 1.75546], [1.01374, 0.85403, 2.69400], [0.15820, 1.92633, 1.98011], [0.04947, 3.23803, 2.26768], [-0.57915, 3.87661, 1.22500], [-0.83963, 2.86495, 0.31156], [-0.40772, 1.68583, 0.77009], [0.10792, -0.28840, 3.17178], [-0.16880, -0.91886, 4.33330], [-1.17000, -1.83571, 4.11700], [-1.46453, -1.71910, 2.76120], [-0.68709, -0.79789, 2.19419], [1.80014, 1.59487, 3.82738], [1.69176, 1.66826, 5.11874], [2.68595, 2.60810, 5.59355], [3.34078, 3.04456, 4.40772], [2.82755, 2.47670, 3.35795], [4.85399, -0.48165, 0.25301], [2.64388, -0.52834, -1.34597], [3.88089, 0.24419, 2.68391], [0.41816, 3.64821, 3.19152], [-0.81938, 4.92160, 1.14200], [-1.32436, 2.94354, -0.64376], [0.36572, -0.72780, 5.24607], [-1.61852, -2.49490, 4.83928], [-2.18445, -2.25666, 2.16793], [0.95242, 1.14323, 5.69968], [2.86231, 2.90769, 6.61626], [4.14743, 3.75634, 4.31544], [-4.70135, 1.33799, -5.42571], [-3.45584, 0.94942, -4.72628], [-2.26367, 0.64529, -5.35457], [-1.14834, 0.29798, -4.62101], [-1.22712, 0.24666, -3.23991], [-2.38917, 0.58462, -2.60575], [-2.57837, 0.65535, -0.94832], [-3.46315, 0.91230, -3.37952], [0.12175, -0.01017, -5.32726], [-4.71698, 0.93283, -6.43457], [-4.74004, 2.42958, -5.50598], [-5.58976, 1.01145, -4.88533], [-2.20555, 0.67479, -6.43188], [-4.32159, 1.13496, -2.88426], [-0.01787, 0.10410, -6.39768], [0.44509, -1.03046, -5.12155], [0.92321, 0.65122, -4.99683], [0.99884, -0.52957, -2.90086], [-0.10899, -0.19124, -2.25757], [-1.80863, -1.80396, -0.08811], [1.72115, -4.39872, 0.56565], [0.16719, -3.57268, 0.33149], [-0.40448, -4.40822, -1.12807], [0.64309, -2.17971, -0.17367], [1.51276, -5.43987, 0.81294], [2.22680, -3.91848, 1.40068], [2.31289, -4.32136, -0.34486], [-0.57198, -5.45530, -0.87461], [0.35315, -4.31405, -1.90522], [-1.34280, -3.94222, -1.41731]],
  "spin_multiplicity": 4,
  "total_charge": 3,
  "homo_lumo_gap_ev": [6.87, 5.25],
  "de_lowest_ev": 2.306,
  "total_energy_ev": -68374.1743,
  "e_lumo_ev": [-8.97, -11.67]
}